C5H4N2 | ωB97M-V/def2-TZVPD

Last column: natural (NBO) charge in e.
Cartesian coordinates (Å):
C (3.0103, 0.7062, 0.1950)  0.275
C (1.8239, 0.2067, -0.0113)  -0.657
C (0.3937, 0.1970, 0.2217)  0.120
C (-0.2977, -0.9223, -0.1938)  -0.340
C (-1.6353, -0.5281, -0.2092)  -0.046
N (-1.7767, 0.7215, 0.2134)  -0.245
N (-0.5274, 1.1467, 0.4726)  -0.315
H (1.7557, -0.5826, -0.8009)  0.343
H (0.1324, -1.9138, -0.1957)  0.234
H (-2.4902, -1.1149, -0.5093)  0.215
H (-0.3886, 2.0835, 0.8176)  0.417

## Properties
Multiplicity: 1
E_LUMO in eV: -0.8
Relative energy (zero: lowest compared OMol25 entry of this formula, charge and spin) in eV: 4.7290

=====

C5H4N2 | ωB97M-V/def2-TZVPD

Last column: natural (NBO) charge in e.
Cartesian coordinates (Å):
C (2.7255, -0.4725, 0.3271)  -0.143
C (1.5756, -0.2675, 0.0340)  -0.067
C (0.1785, -0.0397, -0.1172)  0.061
C (-0.7848, -1.0021, -0.4951)  -0.438
C (-1.9875, -0.3017, -0.0623)  -0.029
N (-1.7661, 0.9051, 0.4131)  -0.225
N (-0.4334, 1.0732, 0.3416)  -0.341
H (3.7496, -0.6211, 0.5832)  0.242
H (-0.2239, -0.5837, -1.4843)  0.310
H (-3.0048, -0.6813, 0.0225)  0.214
H (-0.0287, 1.9913, 0.4374)  0.415

## Properties
Multiplicity: 1
SMILES: C#Cc1ccn[nH]1
E_LUMO in eV: 0.7
Relative energy (zero: lowest compared OMol25 entry of this formula, charge and spin) in eV: 4.9652

=====

C5H4N2 | ωB97M-V/def2-TZVPD

Last column: natural (NBO) charge in e.
Cartesian coordinates (Å):
C (0.5497, -0.2006, -0.6012)  0.066
C (-0.3143, 0.3508, 0.4519)  0.245
C (-1.2990, -0.8550, 0.2443)  -0.447
C (-0.2765, -1.3702, -0.8048)  -0.049
C (1.4795, 1.7334, 0.2420)  0.254
N (1.5855, 0.7602, -0.6513)  -0.482
N (0.3061, 1.3405, 1.1288)  -0.486
H (-1.6690, -1.5700, 0.9720)  0.225
H (-2.2250, -0.4598, -0.2745)  0.214
H (-0.2592, -2.3448, -1.2557)  0.224
H (2.1222, 2.6155, 0.5485)  0.234

## Properties
Multiplicity: 1
SMILES: C1=NC2=CCC2=N1
E_LUMO in eV: -1.0
Relative energy (zero: lowest compared OMol25 entry of this formula, charge and spin) in eV: 4.6310

=====

C5H4N2 | ωB97M-V/def2-TZVPD

Last column: natural (NBO) charge in e.
Cartesian coordinates (Å):
C (-0.4706, -1.0592, 0.1839)  0.086
C (0.4806, -0.1433, 0.0960)  -0.248
C (0.4716, 1.3228, 0.0311)  -0.073
C (0.7531, 2.5416, -0.0341)  -0.172
C (1.8072, -0.9468, -0.0027)  0.253
H (-2.5618, -1.5481, 0.7203)  0.377
H (-2.3408, 0.2771, -0.7008)  0.450
H (-0.0894, -2.0866, 0.3077)  0.235
H (0.9173, 3.7040, -0.0495)  0.275
N (-1.9021, -0.7743, -0.3274)  -0.871
N (2.9349, -1.2871, -0.2244)  -0.313

## Properties
Multiplicity: 1
E_LUMO in eV: -0.2
Relative energy (zero: lowest compared OMol25 entry of this formula, charge and spin) in eV: 6.7309

=====

C5H4N2 | ωB97M-V/def2-TZVPD

Last column: natural (NBO) charge in e.
Cartesian coordinates (Å):
C (-1.5257, 0.9727, 2.3845)  -0.198
C (-0.8495, 1.0279, 1.3908)  -0.043
C (0.6222, -0.2279, 0.1944)  0.205
C (0.1946, 0.9883, 0.4240)  -0.334
N (0.5529, -0.2400, -2.2806)  -0.339
N (0.4217, -1.3823, -1.8009)  -0.129
C (0.7249, -1.3909, -0.3926)  -0.210
H (-2.1527, 0.9999, 3.2407)  0.236
H (0.6806, 1.8926, 0.0638)  0.258
H (0.3246, -0.3034, -3.2775)  0.321
H (1.0063, -2.3370, 0.0533)  0.232

## Properties
Multiplicity: 1
SMILES: [H]/N=N/C=C=CC#C
E_LUMO in eV: -0.1
Relative energy (zero: lowest compared OMol25 entry of this formula, charge and spin) in eV: 5.3830

=====

C5H4N2O | ωB97M-V/def2-TZVPD

Last column: natural (NBO) charge in e.
Cartesian coordinates (Å):
C (1.6763, 1.8807, -0.5168)  -0.098
C (-0.6401, -0.4741, -0.2779)  0.061
C (-2.1008, -0.6898, -0.6127)  0.400
C (-0.0258, -1.1985, 0.8123)  -0.085
C (0.4631, -1.7110, 1.7546)  -0.120
H (1.1042, 2.8736, -0.1398)  0.180
H (2.7665, 1.7351, -0.2229)  0.207
H (-2.2938, -0.0337, -1.4318)  0.141
H (0.8371, -1.9659, 2.6621)  0.222
N (1.1701, 0.7395, -0.8770)  -0.241
N (-0.1383, 0.4383, -1.0104)  -0.178
O (-2.8186, -1.5942, -0.1395)  -0.489

## Properties
Multiplicity: 1
SMILES: C#C/C(C=O)=N\N=C
E_LUMO in eV: -0.7
Relative energy (zero: lowest compared OMol25 entry of this formula, charge and spin) in eV: 4.3737

=====

C5H4N2O | ωB97M-V/def2-TZVPD

Last column: natural (NBO) charge in e.
Cartesian coordinates (Å):
C (0.0838, 0.7566, 0.3219)  0.202
C (-0.8849, 0.9735, 1.2261)  -0.178
C (-0.7482, -1.2593, 1.0526)  -0.024
C (0.1471, -0.6092, 0.0827)  -0.186
C (0.6468, -0.6776, -1.2377)  0.057
H (1.8598, 0.8352, -2.0251)  0.389
H (-1.2814, 1.8912, 1.7258)  0.216
H (-0.7594, -2.3011, 1.2619)  0.201
H (0.7516, -1.4957, -1.9569)  0.239
N (0.8742, 0.6530, -1.6722)  -0.276
N (-1.2930, -0.3094, 1.8033)  -0.358
O (0.6036, 1.5428, -0.5824)  -0.281

## Properties
Multiplicity: 1
SMILES: c1ncc2o[nH]cc1-2
E_LUMO in eV: -0.2
Relative energy (zero: lowest compared OMol25 entry of this formula, charge and spin) in eV: 3.4566

=====

C5H4N2O | ωB97M-V/def2-TZVPD

Last column: natural (NBO) charge in e.
Cartesian coordinates (Å):
C (-0.0615, 0.0507, -1.2879)  0.517
C (-1.1130, 0.5953, -0.5521)  0.056
C (-0.1571, 0.7644, 1.7549)  0.028
C (0.8924, -0.1180, 1.6034)  -0.297
C (0.7848, -1.2173, 0.6339)  0.118
H (-2.2991, 0.4405, -0.8761)  0.240
H (-0.2037, 1.2226, 2.8836)  0.238
H (1.2718, -0.3515, 2.8101)  0.220
H (1.1169, -2.3042, 1.1911)  0.225
N (-1.1535, 0.8946, 0.7578)  -0.411
N (0.4253, -1.0609, -0.6355)  -0.421
O (0.3922, 0.2133, -2.4722)  -0.513

## Properties
Multiplicity: 1
SMILES: O=c1cncccn1
E_LUMO in eV: -1.0
Relative energy (zero: lowest compared OMol25 entry of this formula, charge and spin) in eV: 4.2743

=====

C5H4N2O4STl | ωB97M-V/def2-TZVPD

Last column: Löwdin charge in e.
Cartesian coordinates (Å):
O (0.0775, -3.4859, -1.4829)  0.217
C (-0.1824, -2.4043, -1.7573)  -0.017
Tl (-0.4883, 0.0171, -2.3556)  0.865
O (-2.7472, 0.0010, -4.8234)  0.290
C (-2.0046, -0.0069, -3.9413)  0.022
C (2.1734, 0.0038, -2.1002)  0.026
O (3.3117, 0.0049, -2.0629)  0.217
C (-0.1823, 2.4115, -1.7202)  -0.023
O (0.0770, 3.4712, -1.3864)  0.222
N (0.0030, 1.1327, 2.9517)  0.209
C (-0.0182, -0.0014, 2.2720)  -0.735
N (0.0032, -1.1354, 2.9571)  0.210
S (-0.0180, -0.0078, 0.5676)  0.891
H (0.0001, 1.2144, 3.9763)  0.183
H (-0.0025, 1.9918, 2.4593)  0.120
H (-0.0025, -1.9931, 2.4651)  0.119
H (0.0001, -1.2137, 3.9810)  0.182

## Properties
Multiplicity: 1
E_LUMO (spin up / spin down) in eV: -14.8 / -15.2
Net charge: +3
Relative energy (zero: lowest compared OMol25 entry of this formula, charge and spin) in eV: 0.4901

=====

C5H4N3O4S | ωB97M-V/def2-TZVPD

Last column: natural (NBO) charge in e.
Cartesian coordinates (Å):
C (-2.6983, 0.9289, -2.3029)  -0.104
C (-0.4853, -1.8047, -0.4333)  0.517
C (2.1866, 2.0502, 0.6212)  0.546
C (1.3712, 1.2998, 1.3229)  0.285
C (-1.2921, 0.2985, -0.8019)  0.511
N (-2.0734, -0.0923, -1.9167)  -0.440
N (-1.1802, 1.5403, -0.5103)  -0.711
N (-0.9543, -0.6796, 0.0960)  -0.726
O (1.4800, -0.0621, 1.1599)  -0.721
O (0.2077, -1.9195, -1.4082)  -0.647
O (3.0951, 2.6375, 0.1660)  -0.502
O (0.2734, 1.7742, 2.0851)  -0.709
S (-2.2266, 2.4058, -1.5055)  0.433
H (-3.3701, 0.9521, -3.0604)  0.183
H (-0.7974, -2.6906, 0.1292)  0.073
H (0.5503, -0.3883, 0.8619)  0.505
H (-0.2862, 2.1859, 1.4001)  0.507

## Properties
Multiplicity: 1
E_LUMO in eV: 2.9
Net charge: -1
Relative energy (zero: lowest compared OMol25 entry of this formula, charge and spin) in eV: 0.7844

=====

C5H4N4O | ωB97M-V/def2-TZVPD

Last column: natural (NBO) charge in e.
Cartesian coordinates (Å):
N (-1.5401, 1.4712, 0.8112)  -0.222
N (-2.3954, 0.4922, 0.9594)  0.007
N (0.4164, -1.2391, -0.2535)  -0.442
O (-2.2766, -1.9388, 0.8919)  -0.494
C (1.5185, -0.7260, -0.7212)  0.062
C (-0.4760, -0.3782, 0.2103)  0.247
C (1.7580, 0.6586, -0.7059)  -0.280
C (0.8270, 1.5656, -0.1670)  -0.133
C (-0.3278, 0.9754, 0.3346)  0.006
N (-1.7343, -0.6620, 0.6685)  0.079
H (-1.7475, -2.5767, 0.3971)  0.497
H (2.2801, -1.3928, -1.1639)  0.203
H (2.7101, 1.0776, -1.0421)  0.226
H (0.9877, 2.6730, -0.2191)  0.242

## Properties
Multiplicity: 1
SMILES: On1nnc2cccnc21
E_LUMO in eV: -0.1
Relative energy (zero: lowest compared OMol25 entry of this formula, charge and spin) in eV: 2.4364

=====

C5H4N4O2 | ωB97M-V/def2-TZVPD

Last column: natural (NBO) charge in e.
Cartesian coordinates (Å):
N (-3.6540, -0.1354, -2.7261)  0.097
O (2.6826, -0.0971, 1.8817)  -0.555
N (-1.0957, -1.7276, -1.1091)  -0.350
N (-1.0300, 0.6272, -0.5230)  -0.401
N (-2.8318, -0.3465, -1.8545)  0.047
O (0.5885, 0.6032, 2.7043)  -0.677
C (1.5753, 0.4337, 1.7133)  0.788
C (0.0623, -1.4031, -0.6517)  -0.013
C (0.1295, 0.0242, -0.3007)  0.168
C (-1.7703, -0.4704, -1.0838)  0.239
C (1.3080, 0.8137, 0.2491)  -0.560
H (-0.0628, 1.2713, 2.4071)  0.495
H (0.8627, -2.0003, -0.5223)  0.203
H (1.0268, 1.9089, 0.1238)  0.253
H (2.2089, 0.4981, -0.3079)  0.264

## Properties
Multiplicity: 1
E_LUMO in eV: -1.1
Relative energy (zero: lowest compared OMol25 entry of this formula, charge and spin) in eV: 3.1567